No. 1
Formula: C34H32BrEuN6O
Source: the OMol25 dataset
Level of theory: wB97M-V/def2-TZVPD

Structure (XYZ):
```
75
Properties=species:S:1:pos:R:3
Eu -0.49775 0.11970 -0.30230
Br -0.58191 -2.63421 0.85707
O -1.22443 -1.33896 -1.69906
N 1.64069 0.06051 0.85066
N 1.27016 0.60478 -1.80848
N -2.66998 3.89894 -1.96878
N -1.90001 1.87497 -0.83276
N -0.79517 0.49824 2.06317
N -3.50012 4.60588 -4.18609
C 3.09352 -0.05987 -3.75463
C -3.22770 -7.28837 -0.20056
C -1.24898 -0.02863 4.72624
C 1.01149 0.84382 -3.07009
C 2.69204 -0.18956 0.01272
C 1.57847 -0.09180 2.20473
C -2.82690 -7.41225 -2.64906
C -3.46366 -6.57130 -1.53041
C 2.60312 -0.38923 3.10488
C -2.51626 -3.05622 -2.78027
C 0.05827 -0.17956 4.20627
C 0.25230 0.08028 2.83123
C -1.59086 -3.37104 -0.59252
C -2.85401 -5.16398 -1.53839
C 4.92099 -0.99309 -0.68930
C -3.03565 -4.33783 -2.65512
C -3.44410 -0.90807 -3.70033
C 1.14312 -0.56152 5.03606
C 1.90653 0.51690 -4.09927
C -2.10066 -4.65323 -0.48931
C -3.10732 4.22246 -3.15696
C 4.66736 -0.84558 -2.01511
C 2.38120 -0.62872 4.47888
C -2.27116 2.79855 -1.44696
C 3.41252 -0.30351 -2.39901
C -1.75597 -2.51907 -1.70048
C 3.97112 -0.66475 0.30613
C -2.27313 0.37877 3.92553
C -3.53773 -2.94282 -5.10924
C 2.44704 0.03365 -1.42517
C -2.71338 -2.21489 -4.04542
C -1.99074 0.64267 2.57540
C -4.97982 -6.48685 -1.76476
C -1.33977 -1.89566 -4.65985
H -2.90402 -0.34255 -2.94591
H -3.72298 -8.26545 -0.21856
H -1.89699 -5.22695 0.40817
H 3.82229 -0.33072 -4.51378
H -3.62011 -4.73309 -3.47861
H 3.62121 -0.43122 2.77791
H 5.88368 -1.38091 -0.36828
H 5.39453 -1.11655 -2.77378
H -5.44993 -5.85541 -1.00535
H -3.02027 -6.97345 -3.63154
H -0.71143 -1.36457 -3.94729
H -2.76215 1.00364 1.90491
H -1.41325 -0.23515 5.78050
H -1.74318 -7.46868 -2.51265
H -4.44848 -1.12140 -3.32038
H -0.82829 -2.81890 -4.95423
H -3.23032 -8.43318 -2.64489
H 0.06693 1.33101 -3.28682
H -5.21186 -6.06357 -2.74516
H -3.54308 -0.28599 -4.59688
H 1.64897 0.72694 -5.13014
H 3.23512 -0.88457 5.09789
H -5.43171 -7.48522 -1.71307
H -3.63533 -6.71831 0.63970
H -3.61684 -2.30393 -5.99386
H -2.16165 -7.45712 -0.01880
H 0.97176 -0.76754 6.08787
H -1.46676 -1.27179 -5.55380
H -3.06689 -3.88153 -5.41728
H -4.55222 -3.15893 -4.76048
H 4.27783 -0.83426 1.31669
H -3.27969 0.50652 4.30513
```

- LUMO level (spin up / spin down): 2.3 / 2.3 eV
- HOMO energy (spin up / spin down): -3.03 / -4.51 eV
- Multiplicity: 8
- Charge: -1

=====

No. 2
Formula: C34H32Cl2FN3RuSSe2
Source: the OMol25 dataset
Level of theory: wB97M-V/def2-TZVPD

Structure (XYZ):
```
76
Properties=species:S:1:pos:R:3
Ru 0.42317 -1.21202 0.00474
Se -1.87504 -2.53032 0.05891
Se -1.09355 -4.35840 -1.19848
Cl 2.77983 -0.64694 0.27405
Cl 0.86181 -1.20120 5.30941
S 0.24585 -1.09901 2.26795
F 1.17920 -1.07920 -2.21884
N -2.00731 -1.49621 -2.58701
N 1.09959 -3.50502 0.33231
N 0.00706 0.66764 -0.37958
C -3.89381 -1.55727 -4.04495
C -4.68601 -2.04046 -3.02237
C -1.99045 3.83450 1.58906
C -0.71146 3.47365 1.96675
C 0.52585 1.14079 -1.60566
C 4.27033 -0.40580 2.48770
C 1.13445 0.28183 -2.50540
C 1.08717 -5.84144 -0.23559
C -2.77376 -1.97127 -1.61925
C 2.25396 -6.06049 0.46969
C -2.84602 1.20704 -0.97789
C 3.43309 -0.69843 4.71297
C 1.88802 -0.88490 2.83784
C 2.80100 -4.99332 1.16379
C 2.34971 3.13023 1.09553
C 2.19302 -3.75927 1.07363
C 1.68273 0.66404 -3.70981
C 0.55214 -4.56094 -0.26853
C -4.04209 0.57656 -0.25904
C -2.02940 1.99068 0.02186
C 2.99010 -0.63652 2.02779
C -0.05229 2.39950 1.37895
C 4.48967 -0.43749 3.85517
C 1.59684 2.13349 3.27713
C -2.63746 3.08747 0.62574
C 0.48984 2.47821 -2.00678
C 1.63510 1.99553 -4.07305
C 1.38943 2.14279 1.76297
C 1.03230 2.89469 -3.21551
C -3.31147 2.07217 -2.15046
C -4.11546 -2.25705 -1.77365
C 2.16208 -0.91482 4.21158
C -2.55674 -1.28921 -3.77541
C -0.72077 1.65261 0.38947
H -5.73353 -2.25425 -3.18570
H -2.48210 2.63026 -2.58572
H -4.63896 1.34422 0.23450
H 2.13515 -0.08760 -4.34363
H 1.62532 1.15165 1.38923
H 0.94834 1.40340 3.76272
H 3.38177 2.88622 1.35823
H 5.07367 -0.21528 1.79002
H -4.29367 -1.38954 -5.03440
H 2.69942 -7.04471 0.50825
H 2.05914 2.31971 -5.01238
H 0.03292 3.20802 -1.35210
H 2.63553 1.88777 3.50960
H -0.19870 4.05401 2.72251
H -4.69932 -2.64235 -0.94828
H 5.47949 -0.26068 4.25007
H -3.64287 3.35732 0.32727
H 2.26657 3.11270 0.01147
H 3.58440 -0.73008 5.78246
H 0.57514 -6.65023 -0.73807
H -4.07500 2.78821 -1.84128
H -3.72025 -0.12985 0.51282
H 1.39339 3.10801 3.72065
H -2.47572 4.68958 2.04042
H 2.60067 -2.93890 1.63752
H 3.67961 -5.10537 1.78131
H 0.98190 3.94209 -3.48182
H -4.68930 0.05751 -0.96224
H 2.15010 4.14938 1.43279
H -1.90216 -0.88943 -4.54042
H -2.21224 0.41481 -1.38195
H -3.74894 1.44697 -2.93160
```

- LUMO level (spin up / spin down): -3.3 / -4.2 eV
- HOMO energy (spin up / spin down): -10.23 / -10.09 eV
- Multiplicity: 2
- Charge: +1

=====

No. 3
Formula: C34H32F5IrN6O
Source: the OMol25 dataset
Level of theory: wB97M-V/def2-TZVPD

Structure (XYZ):
```
79
Properties=species:S:1:pos:R:3
Ir 0.25418 -0.12222 -0.03796
F 5.13856 0.03137 2.70214
F 3.30717 1.18123 1.25381
F 0.90806 -2.93254 1.12865
F 2.76660 -4.02239 2.60239
F 4.94051 -2.59327 3.42584
O -0.43439 -5.49659 -4.69361
N 0.51767 0.62793 -2.01406
N -0.52136 -0.35559 1.86007
N -1.67442 0.21278 -0.68298
N 0.23934 -1.94266 -1.24073
N 1.64939 -5.98838 -3.97769
N 0.46816 1.68841 0.83833
C 1.76972 0.83610 -2.72959
C 0.23660 0.99386 5.24196
C 3.11977 -0.14007 1.47872
C -2.53144 -1.39843 1.00225
C 2.90845 -2.74343 2.22881
C 0.74370 2.27328 5.30840
C 0.98286 3.11346 4.22133
C -2.78084 -0.10400 0.21123
C -0.13181 0.22833 4.14186
C -0.67649 0.87685 -4.09108
C -3.51898 1.89054 -3.43063
C 4.00902 -2.02566 2.65561
C 2.83400 1.46724 -1.85258
C -1.60755 -1.24149 2.20676
C -0.61729 0.80947 -2.67377
C -0.03507 0.48656 2.76603
C 2.01235 -0.80884 0.96874
C -1.84764 0.80342 -1.84269
C 1.43527 -2.45697 -1.55710
C 1.59387 -3.51936 -2.42509
C 1.96047 -2.13040 1.43099
C 0.85486 2.89508 2.87038
C 2.01378 3.39518 -0.24806
C -2.93133 1.82240 -4.68317
C -1.67192 1.30762 -4.94834
C 0.51057 -5.25038 -3.97415
C 2.62936 2.97103 -1.58722
C -3.06356 1.42659 -2.21146
C 0.58637 2.90698 0.04304
C 0.47494 -4.08149 -3.02298
C 4.10440 -0.70501 2.27964
C -0.82875 -2.45144 -1.86266
C -0.75518 -3.51138 -2.74637
C 0.49527 1.72350 2.15128
H 2.35211 -5.89354 -3.26874
H -2.11644 -2.15593 0.33957
H 2.67006 3.09708 0.56902
H 0.21060 0.51526 -4.59128
H -1.40633 1.24906 -5.99929
H -1.77229 -1.96945 -1.66328
H 0.02138 3.69414 0.55003
H 1.10930 3.74424 2.25226
H 3.60201 3.46485 -1.65029
H 1.99270 4.48919 -0.23665
H 1.66360 -6.80807 -4.56026
H 2.59861 -3.86196 -2.63212
H -2.96811 0.72647 0.90469
H 3.79625 1.32181 -2.35018
H -3.49306 -1.78569 1.34678
H 2.29045 -1.99540 -1.08680
H -1.64398 -3.89484 -3.22649
H 2.13123 -0.11241 -3.15107
H 0.95707 2.67311 6.29110
H -3.68948 -0.23889 -0.38243
H -2.17257 -0.78459 3.02735
H 1.59399 1.50565 -3.57546
H -1.26996 -2.22608 2.55111
H 2.88108 0.91853 -0.91709
H 2.02942 3.39645 -2.40058
H 0.06918 2.72039 -0.89639
H -0.51434 -0.75515 4.38325
H -4.50324 2.34671 -3.39738
H 1.33184 4.10850 4.47910
H -3.50887 2.18093 -5.52510
H -3.74379 1.58273 -1.38430
H 0.09802 0.49581 6.19632
```

- LUMO level: -0.4 eV
- HOMO energy: -6.75 eV
- Multiplicity: 1

=====

No. 4
Formula: C34H32N2O7SeTaTe
Source: the OMol25 dataset
Level of theory: wB97M-V/def2-TZVPD

Structure (XYZ):
```
78
Properties=species:S:1:pos:R:3
Ta 0.23748 1.46332 1.14181
Te 1.79156 3.05660 -0.35634
Se 2.22347 0.07468 1.52210
O -2.15916 4.55725 -0.61319
O 0.29173 2.46816 2.89303
O -0.82296 -0.62640 1.18872
O -1.19760 4.93560 2.82033
O -2.08146 2.30692 -1.94541
O -0.91809 3.31080 0.75090
O -1.67333 1.62683 2.55903
N -1.09810 0.88318 -0.37670
N -2.96385 0.25399 -1.39439
C -1.60261 3.82590 3.60459
C -3.52366 -2.89232 -1.62906
C -4.63603 -2.09220 2.56830
C 4.52220 0.38234 -2.43665
C -5.72340 -0.10015 1.78678
C 1.11497 -3.97099 1.50633
C -3.79220 -0.94678 0.63049
C 1.85501 -1.75050 1.01175
C -2.71891 -0.83832 -0.44825
C -0.94236 -3.69435 -2.23611
C -2.44090 -2.14221 -1.17992
C 5.71632 0.46677 -1.73266
C -3.31504 -4.03289 -2.38562
C 2.19254 -3.49878 -0.59138
C 3.48659 1.94324 -0.94866
C -5.64578 -1.14562 2.69129
C 1.24955 -2.64347 1.88481
C 5.77326 1.31657 -0.63528
C -1.95748 5.21999 1.67574
C 2.33442 -2.16698 -0.22287
C -2.02123 -4.43459 -2.69197
C 2.12253 0.92966 -2.85176
C 1.58414 -4.39930 0.27145
C -3.71378 -1.99589 1.54121
C -1.14797 -2.54830 -1.48017
C -1.61861 4.29655 0.52553
C 6.92312 -0.32180 -2.15466
C 4.79747 2.96352 0.96968
C -4.79296 0.00539 0.76059
C -1.47941 -0.26154 0.19971
C -1.00157 2.55155 3.04907
C 4.67816 2.07027 -0.23185
C 3.39208 1.10374 -2.06333
C -2.05807 1.25179 -1.33643
H 0.64858 -4.67371 2.18314
H 6.70032 1.40629 -0.08142
H 1.48208 -5.43784 -0.01275
H -6.37109 -1.22781 3.48899
H 4.46668 -0.26430 -3.30546
H 1.72553 1.88281 -3.20556
H -1.74945 6.24989 1.38589
H -1.23996 3.99232 4.61832
H -0.28277 -1.99707 -1.12478
H -4.53250 -2.59042 -1.37680
H 4.25632 2.54595 1.82322
H -3.67149 0.22702 -2.11094
H 5.83966 3.08016 1.25879
H 0.06755 -4.00627 -2.46255
H -2.00842 3.78708 -1.25416
H 7.70745 0.33966 -2.52542
H 0.89187 -2.30821 2.84684
H 2.29671 0.29539 -3.71942
H 7.33947 -0.88075 -1.31625
H -2.93241 -2.73873 1.44301
H -4.16008 -4.61085 -2.73331
H -4.57176 -2.90995 3.27252
H 1.33612 0.46442 -2.24823
H 2.83590 -1.46460 -0.87803
H -2.68920 3.70254 3.61821
H -1.85599 -5.32632 -3.28076
H 2.57303 -3.83020 -1.54828
H 6.67959 -1.02704 -2.94750
H 4.38453 3.95705 0.78315
H -3.03600 5.13476 1.86057
H -4.86008 0.83063 0.06510
H -6.51028 0.63685 1.87333
```

- LUMO level: -3.9 eV
- HOMO energy: -10.99 eV
- Multiplicity: 1
- Charge: +1

=====

No. 5
Formula: C34H32N5O17PS
Source: the OMol25 dataset
Level of theory: wB97M-V/def2-TZVPD

Structure (XYZ):
```
90
Properties=species:S:1:pos:R:3
S -0.51511 -0.76077 -8.69347
P -1.62452 1.96074 -6.57305
O -7.66820 2.22807 -1.37433
O -2.67297 0.84861 -5.97834
O -2.12176 -4.98743 2.09079
O 2.81564 -2.31149 5.10566
O -2.05833 2.17931 -8.12480
O 0.50247 -1.65490 -9.12439
O 0.11284 0.65139 -8.28777
O 3.67519 4.45125 4.98667
O 3.01780 0.33941 -6.81545
O 3.67368 6.37288 4.02303
O -1.64450 -0.50671 -9.53363
O -0.62267 1.36079 -3.38129
O 0.08091 -0.66289 -3.27731
O 4.20327 -0.80452 4.45454
O -1.23366 -3.09149 2.57200
O -1.02349 -1.16216 -7.25418
O -5.52826 1.98969 -1.42733
N -0.56081 0.27641 -2.83458
N -1.22691 -4.31145 2.55543
N 3.19920 -1.15465 5.03569
N -6.66258 1.55808 -1.48198
N 4.18111 5.30254 4.27653
C -5.82638 -2.04367 -1.94351
C 0.95070 -4.23931 3.68629
C -2.73278 0.94951 0.10431
C -1.89556 -1.31033 0.25567
C 2.03023 2.16405 6.25073
C -2.65341 -0.26612 0.77262
C -0.05762 0.88508 -6.84324
C 2.38908 1.31168 -7.12217
C 5.49796 5.00778 3.68804
C 2.09489 -6.27498 4.23476
C 1.25571 -0.51061 6.39653
C -0.11978 -0.51469 -6.30226
C 6.08932 3.78440 3.94358
C -8.22250 -1.79482 -1.95572
C -1.20950 -1.13653 -0.93553
C 2.03993 -4.88577 4.24608
C -0.02385 -6.38065 3.10458
C 7.96634 4.47539 2.61183
C 2.38699 -0.12574 5.69980
C -0.06292 -4.99822 3.13061
C 7.33445 3.52032 3.39743
C 7.35216 5.69608 2.36393
C 2.78526 1.19516 5.61293
C 1.06972 -7.01994 3.66359
C -8.08800 -0.42694 -1.78000
C 6.10579 5.96973 2.90304
C 1.13239 1.73033 -6.38918
C -6.81656 0.10665 -1.68803
C -1.29696 0.08466 -1.58226
C -2.05032 1.13380 -1.08667
C -5.67973 -0.67683 -1.77115
C 0.89457 1.79823 6.96321
C -7.09487 -2.60202 -2.03380
C 0.50713 0.46552 7.03376
H 2.32905 3.19733 6.19352
H 1.12022 -8.10006 3.65563
H 2.69372 1.95248 -7.96437
H -0.61623 -1.93711 -1.35178
H -8.95665 0.21094 -1.71483
H 7.81203 2.56924 3.58739
H -7.20510 -3.67042 -2.16418
H -9.20904 -2.23123 -2.02860
H -0.37820 0.18460 7.58729
H 5.61795 6.91450 2.71645
H 5.59139 3.04993 4.55787
H 0.90687 2.77057 -6.65200
H 7.84496 6.43771 1.75083
H -3.33170 1.75402 0.50755
H -4.69815 -0.23117 -1.69901
H 0.84446 -1.01923 -6.43118
H -3.01740 0.26509 -6.67289
H -0.43399 -0.62833 -5.26896
H 3.66949 1.46839 5.05773
H 2.94392 -6.78090 4.67547
H 0.30865 2.55642 7.46560
H -4.94892 -2.67278 -2.00455
H 0.89548 -3.16177 3.68652
H -1.84307 -2.25130 0.79268
H 0.96463 -1.54929 6.44408
H 8.94140 4.26772 2.19176
H -2.10795 2.07266 -1.61681
H 1.26081 1.69691 -5.30674
H 2.83922 -4.30834 4.68593
H -2.17296 1.34239 -8.61285
H -0.82859 -6.94645 2.65985
H -3.18651 -0.40445 1.70440
```

- LUMO level: -0.8 eV
- HOMO energy: -9.18 eV
- Multiplicity: 1

=====

No. 6
Formula: C34H32O6PRuS3
Source: the OMol25 dataset
Level of theory: wB97M-V/def2-TZVPD

Structure (XYZ):
```
77
Properties=species:S:1:pos:R:3
Ru -0.03896 0.24978 -0.22860
S 0.55755 -1.85536 -3.14868
S 1.65446 -2.15947 2.16710
S -2.52826 -0.20232 0.15466
P 0.16694 2.96201 0.05707
O -1.73187 -1.45176 -0.10814
O 1.01962 -1.05185 1.37312
O -1.80403 0.43081 1.31932
O 0.30351 -0.61445 -2.32871
O -3.92759 -0.41691 0.35855
O -2.18721 0.68942 -1.01505
C -0.97343 -2.67926 2.70699
C 0.40640 4.35841 4.42423
C -0.87397 5.37840 -3.03074
C -1.33260 6.53646 -2.41456
C 2.90534 3.38394 -0.87199
C -2.31555 -4.43305 -4.30950
C -1.70670 -4.46163 4.15109
C 4.10101 2.78442 -1.22006
C 0.64500 -4.13158 3.78305
C 0.44371 -3.46531 -0.83029
C 1.83055 2.56984 -0.51413
C -0.65314 3.58088 3.98278
C -1.07965 -3.85346 -4.07845
C 1.42501 4.71360 3.54740
C 1.37721 4.29703 2.22723
C -0.87861 5.57120 -0.25832
C 4.21755 1.39205 -1.20878
C -3.47515 -3.78005 -3.90410
C 0.30942 3.52248 1.77739
C 1.24744 -4.24594 0.20995
C 1.90997 1.17539 -0.53247
C -1.02637 -2.62555 -3.42898
C -0.42196 4.31892 -2.26336
C 0.33148 -3.07440 2.93582
C -1.99800 -3.39063 3.32162
C -3.40217 -2.54472 -3.28064
C -1.33742 6.62943 -1.03150
C -0.40988 4.41381 -0.87093
C -0.38568 -4.83102 4.38673
C 3.13571 0.59538 -0.87381
C -2.16879 -1.94977 -3.04289
C 2.25420 -3.42676 1.00919
C -0.70324 3.15595 2.66114
C 1.29355 -3.06966 -2.02755
H -0.17489 -4.35427 -4.40379
H 2.94863 -2.86912 0.37503
H -1.69939 7.52826 -0.54918
H -0.07805 3.40918 -2.74312
H -1.18811 -1.84278 2.05644
H -2.37427 -5.39174 -4.80779
H -1.50983 2.52019 2.31473
H 4.95174 3.39109 -1.50360
H -2.10168 -0.98920 -2.55020
H 1.55092 -3.92730 -2.65525
H 2.80063 4.46320 -0.88935
H -0.00828 -2.58836 -0.37345
H 1.67672 -4.40422 3.97463
H 2.25651 5.31356 3.89439
H 0.44520 4.68289 5.45637
H -1.43901 3.29318 4.66896
H -0.88314 5.64805 0.82163
H 1.81163 -5.04670 -0.28118
H -4.30153 -2.03637 -2.95969
H -0.16043 -5.65903 5.04579
H -0.39450 -4.07492 -1.17053
H 2.23046 -2.58655 -1.73649
H 2.86131 -4.07420 1.64735
H 0.55944 -4.73685 0.90000
H 3.24640 -0.48494 -0.89217
H 5.16379 0.93868 -1.48048
H 2.17541 4.56778 1.54691
H -1.69137 7.36306 -3.01407
H -2.50932 -5.01041 4.62631
H -3.02338 -3.09681 3.14039
H -4.43908 -4.23916 -4.08077
H -0.87796 5.29908 -4.11006
```

- LUMO level (spin up / spin down): 0.2 / -1.0 eV
- HOMO energy (spin up / spin down): -7.26 / -8.58 eV
- Multiplicity: 6

=====

Quick rundown of energy relative to the best compared isomer or geometry (same formula, charge and spin), same order as above: 0.000 0.000 0.010 0.000 0.000 0.000 eV
Quick rundown of total energy, same order as above: -136141.90481 -212115.07096 -63191.14863 -127279.92217 -98145.54281 -92435.25233 eV